# 1
{"formula": "C4H7N", "method": "ωB97M-V/def2-TZVPD", "smiles": "CC#N.C=C", "de_lowest_kj_mol": 202.8, "e_lumo_ev": 0.872, "e_homo_ev": -9.8, "total_charge": 0, "molar_mass_g_mol": 69.1, "energy_ha": -211.2834, "elements": ["C", "H", "C", "H", "C", "H", "H", "N", "C", "H", "H", "H"], "xyz": [[-1.764942, 0.273865, -0.180754], [1.424289, -1.779093, -1.075248], [1.354779, -0.243787, 0.542152], [-0.784482, 1.936329, 0.963325], [-1.107908, 0.891504, 0.795746], [2.655753, -0.516500, -1.053694], [-1.042225, 0.255316, 1.770889], [1.206064, -0.054635, 1.645238], [1.567614, -0.635292, -0.828990], [-2.037275, 0.681643, -1.139132], [0.768867, -0.132863, -1.352223], [-2.240536, -0.676488, -0.087304]], "atomic_forces_ev_per_a": [[-0.209, 1.112, -0.482], [-0.072, 2.074, 1.152], [0.874, -1.698, -1.480], [-0.044, -0.807, -0.908], [-1.291, -1.371, 2.751], [-1.123, 0.715, -0.446], [-0.062, 1.505, -1.824], [0.273, 0.587, 2.430], [0.640, -2.489, -0.480], [0.330, 0.678, -0.286], [0.441, 0.493, -1.020], [0.244, -0.798, 0.593]]}



# 2
{"formula": "C21H43N2O2PPd", "method": "ωB97M-V/def2-TZVPD", "spin_multiplicity": 6, "e_lumo_ev": [-8.985, -14.164], "e_homo_ev": [-17.8, -17.7], "total_charge": 3, "molar_mass_g_mol": 493.0, "energy_ha": -1553.9052, "elements": ["C", "C", "O", "C", "H", "H", "H", "H", "H", "H", "H", "H", "H", "H", "C", "C", "H", "O", "H", "H", "H", "P", "C", "H", "H", "C", "H", "H", "C", "C", "H", "C", "C", "C", "H", "H", "H", "C", "H", "H", "H", "H", "H", "N", "C", "C", "H", "H", "H", "H", "C", "H", "C", "C", "N", "H", "C", "H", "H", "H", "H", "H", "H", "H", "C", "H", "H", "Pd", "H", "C"], "xyz": [[1.728633, 2.890538, 0.069333], [0.869854, -1.045290, 2.577873], [-4.140451, -1.844977, -0.909612], [2.067106, -0.271550, 2.102642], [0.128852, -3.478377, 0.393763], [1.059865, 2.522279, 0.863696], [1.777731, 0.482581, 1.349887], [-5.377292, -3.487582, -0.759621], [-1.418814, -0.147536, -4.692885], [2.605405, 2.229728, -0.015362], [2.514006, 0.251449, 2.960569], [3.141154, -4.016389, 0.037335], [4.781753, -3.017666, -1.623269], [-1.842890, 2.619225, 2.818202], [-1.206564, -2.168475, 2.096037], [1.957036, 3.622955, -2.298782], [0.203228, -0.413246, 3.177097], [-1.291503, 1.400584, 1.217071], [-0.373588, 3.352812, -4.009201], [2.875172, 3.028209, -2.391174], [-0.910480, 2.155897, -5.192508], [0.351616, 1.291708, -1.744638], [-0.729947, -0.107838, -3.835825], [-0.771105, 4.152787, -2.015275], [2.835256, -0.936501, 1.681577], [-2.194962, 1.690544, -2.818063], [4.138203, -0.859442, -2.780368], [0.283247, -0.360729, -4.177575], [2.285901, -0.673292, -1.721120], [-2.132374, -2.725230, 1.059582], [-2.174240, 1.506843, 0.838971], [-5.392519, -2.460946, -1.159023], [3.512312, -1.323125, -2.022191], [0.981432, 3.023916, -1.269802], [-2.847032, 1.600056, -3.697202], [1.526022, 3.765871, -3.296600], [2.089554, 3.891497, 0.359345], [-0.233633, 3.946872, -1.080811], [-3.685349, -1.750715, -1.788221], [2.341045, 0.909677, -3.194108], [-1.667548, -1.320532, 2.602770], [-2.570871, 1.003868, -2.047727], [-6.143893, -1.863187, -0.630365], [1.484843, -1.247959, -0.769786], [-1.316298, 1.675076, 2.626896], [3.848967, -2.500278, -1.380167], [-2.172613, -2.059742, 0.178875], [2.239733, 4.617768, -1.922983], [-1.050237, -0.845177, -3.082835], [1.310953, -3.379673, 1.717966], [-0.272211, 2.302904, -4.310995], [-2.266291, 2.712616, -2.426777], [1.792198, 0.481302, -2.349247], [-0.766140, 1.315852, -3.248878], [0.055952, -1.673473, 1.482947], [0.132732, 4.909594, -0.699920], [2.991729, -3.051113, -0.426343], [-5.660328, -2.486738, -2.227317], [-0.276347, 1.782339, 2.945882], [-0.929190, 3.531404, -0.337922], [-1.812455, 0.865211, 3.186079], [1.176258, -1.878534, 3.221832], [0.762357, 2.103341, -4.613977], [-3.154258, -2.763354, 1.458459], [0.818978, -2.810921, 0.915647], [-1.830588, -3.719209, 0.713574], [-1.946088, -0.518035, -1.171279], [-0.507154, -0.469566, -0.361086], [-0.955830, -2.914487, 2.853479], [1.832701, -2.334322, -0.096845]], "atomic_forces_ev_per_a": [[-0.034, -0.110, 0.140], [-0.293, 0.829, 0.020], [1.738, 0.575, -1.701], [0.509, 0.235, -0.138], [0.057, -0.013, 0.136], [0.233, 0.173, -0.213], [0.188, -0.247, 0.323], [-0.103, 0.332, -0.173], [0.212, -0.089, 0.268], [-0.206, 0.193, 0.042], [-0.111, -0.151, -0.285], [0.352, 0.065, 0.083], [-0.332, 0.210, 0.012], [0.139, -0.252, -0.111], [-0.475, 0.584, -0.398], [0.098, -0.242, -0.425], [0.102, -0.202, -0.291], [0.223, -0.675, -1.045], [0.011, -0.347, -0.106], [-0.168, 0.204, 0.049], [0.062, -0.041, 0.116], [1.305, 2.524, -1.478], [0.061, 0.161, 0.066], [0.188, -0.053, 0.274], [-0.128, 0.368, 0.147], [0.037, 0.035, -0.096], [0.059, -0.234, 0.157], [-0.359, -0.084, -0.021], [0.087, -0.463, -0.096], [-0.411, -0.308, -0.320], [-0.127, 0.121, 0.207], [-1.179, -0.288, 0.077], [-0.405, 0.616, -0.143], [-0.290, 0.301, 0.535], [0.066, 0.088, 0.255], [0.153, -0.025, 0.387], [-0.117, -0.388, -0.074], [-0.111, -0.028, 0.043], [-0.750, -0.254, 1.266], [-0.140, -0.115, 0.328], [0.094, -0.019, 0.050], [-0.127, 0.068, -0.097], [0.001, -0.340, -0.132], [-0.118, 0.281, 0.013], [-0.101, 0.066, 0.688], [0.270, -0.490, 0.031], [-0.316, -0.295, 0.280], [-0.067, -0.287, -0.025], [0.018, -0.059, -0.274], [-0.229, 0.202, -0.082], [0.330, 0.235, 0.161], [-0.030, -0.284, -0.164], [1.024, -0.471, -0.060], [-0.978, -0.220, -0.146], [0.791, -1.605, 2.194], [-0.102, -0.208, -0.054], [-0.514, 0.546, 0.006], [0.200, 0.009, 0.416], [-0.215, 0.005, -0.029], [0.109, 0.197, -0.190], [0.163, 0.317, -0.188], [-0.086, 0.034, -0.055], [-0.222, 0.090, -0.047], [0.300, -0.111, -0.234], [0.271, -0.069, -0.979], [-0.298, 0.114, 0.098], [-0.887, -0.430, -0.458], [0.423, 0.227, 1.744], [0.228, -0.008, 0.079], [-0.067, -0.499, -0.365]]}



# 3
{"formula": "C17H45B3BrN11O26", "method": "ωB97M-V/def2-TZVPD", "smiles": "CC[C@H](Br)B1OBOB(C[C@H]2CO2)O1.C[N+](=O)[O-].C[N+](=O)[O-].C[N+](=O)[O-].C[N+](=O)[O-].C[N+](=O)[O-].C[N+](=O)[O-].C[N+](=O)[O-].C[N+](=O)[O-].C[N+](=O)[O-].C[N+](=O)[O-].C[N+](=O)[O-]", "e_lumo_ev": -0.512, "e_homo_ev": -10.0, "total_charge": 0, "molar_mass_g_mol": 931.9, "energy_ha": -5880.9263, "elements": ["O", "O", "O", "H", "C", "O", "H", "C", "O", "N", "N", "H", "Br", "O", "H", "H", "C", "H", "O", "H", "C", "B", "O", "C", "H", "O", "H", "O", "H", "C", "H", "O", "H", "H", "O", "C", "O", "H", "C", "C", "H", "H", "H", "O", "H", "H", "N", "O", "B", "C", "N", "C", "N", "O", "H", "N", "O", "H", "C", "O", "H", "C", "H", "N", "B", "O", "H", "C", "N", "O", "H", "H", "C", "H", "N", "O", "H", "H", "N", "H", "O", "H", "H", "H", "H", "H", "H", "C", "N", "O", "C", "O", "O", "H", "H", "H", "H", "H", "H", "H", "H", "H", "O"], "xyz": [[2.317160, 2.762690, 5.131266], [2.459933, -0.648821, 2.645213], [-2.322674, -2.988475, -6.041367], [-0.326268, 1.832599, 6.640731], [-0.155710, -8.871872, -0.115069], [3.335325, -1.856243, 0.721077], [-2.471438, 3.022957, -2.523720], [-6.959931, 4.464930, -5.052768], [-3.131720, 6.186494, 1.510590], [-1.192692, 1.183206, -5.805612], [-1.658990, 2.658001, 8.783920], [2.406595, 1.682202, -0.173898], [5.087168, 0.085742, -0.698595], [-1.642385, 1.483028, 8.453120], [8.152730, -2.254290, 0.136132], [-0.720736, -4.568450, -8.030323], [-1.677784, -4.651288, -7.518938], [1.658492, 2.181769, 2.207295], [2.280409, -6.768246, 3.605321], [2.944438, -5.444711, 0.998880], [-2.167459, 2.976908, 10.142833], [1.128861, -1.099495, 2.278898], [-1.295662, 3.598823, 8.099452], [-0.672285, 0.835558, 2.012676], [0.461061, -9.120291, -0.974742], [-6.750474, 3.201146, -3.127012], [-7.890867, 4.430209, -5.615302], [-1.675403, 0.391971, 1.023672], [-0.270152, -0.348340, -0.067557], [-0.813654, -1.901647, -3.882446], [-1.574991, 4.510872, 2.226201], [-0.706900, -4.320849, -5.451665], [-2.453160, 2.050976, 10.634952], [-0.963126, -1.016496, 3.291008], [-6.773788, 2.168073, -5.026308], [-1.336255, 2.477830, -6.519038], [-1.078070, -7.414157, -1.656372], [-0.481140, 2.583748, -7.183562], [-0.085760, -0.367954, 3.031720], [-0.213619, 0.655735, 0.428620], [-3.939752, 4.023116, -2.292896], [-1.364400, 3.471564, 10.685667], [-0.724896, 1.922622, 2.429327], [-1.124465, 1.218628, -4.589666], [-1.654564, -2.432106, -3.440794], [-1.657953, 5.132431, 3.902488], [0.354379, -2.085622, -2.984038], [-1.153585, 0.180247, -6.487213], [1.985130, -2.165268, 0.334813], [2.083738, -5.537646, 1.658903], [-1.121444, -7.814366, -0.509430], [4.094113, 0.675239, 0.950650], [9.461872, -0.971397, -0.866783], [1.338875, -2.627769, -3.442543], [0.308229, 0.265029, 3.873288], [1.132065, 2.633689, 5.355688], [-1.323495, 4.904119, -3.886126], [4.866234, 0.914847, 1.740857], [-2.857732, 4.033529, -2.399682], [-3.418706, 5.267142, -4.275870], [-2.792359, 3.849556, 3.360398], [2.609066, 2.679918, 1.866409], [-3.027154, 3.633541, 10.025090], [-2.505197, 4.799633, -3.623397], [3.259822, -0.612828, 1.461212], [2.263169, -7.838643, 1.726781], [-1.008904, -0.830784, -3.947313], [3.207306, 1.932167, 0.584909], [2.220593, -6.820752, 2.395355], [0.229923, 3.079409, 4.668599], [-2.390488, 4.534315, -1.553664], [1.180872, 2.378765, 7.429575], [-2.227981, 4.732496, 3.066458], [7.395921, -0.792876, -0.588387], [-1.560319, -3.924525, -6.228981], [0.950604, -2.164953, 1.338203], [2.313189, 3.728429, 1.539061], [-6.982741, 5.266640, -4.319503], [-3.205854, 5.770810, 2.651114], [0.453237, -8.474715, 0.695544], [0.242018, -1.675288, -1.839927], [1.165981, 0.863127, 6.463943], [1.762780, -2.454456, -0.782442], [-6.102365, 4.571395, -5.714009], [-0.574690, -2.305568, -4.851389], [-0.730701, -9.736660, 0.210467], [-1.914565, -5.688410, -7.290028], [0.754428, 1.865683, 6.570106], [-6.816199, 3.169468, -4.340574], [-1.888454, -7.423427, 0.348694], [8.120891, -1.595363, -0.729512], [9.855069, -0.303740, 0.069330], [-4.011858, 6.130423, 3.484820], [-2.470233, -4.194569, -8.106063], [2.059346, -4.722449, 2.377217], [-2.269010, 2.442249, -7.078654], [7.902529, -2.157403, -1.634054], [1.154412, -5.580864, 1.093137], [-1.356447, 3.280963, -5.785495], [3.367344, 2.795566, 2.691676], [3.907348, 2.684002, 0.096180], [-0.663400, 1.487870, -0.196437], [10.070353, -1.169976, -1.900392]], "atomic_forces_ev_per_a": [[-0.239, 0.091, -0.028], [-1.019, 0.286, -2.761], [0.248, -0.558, -0.048], [0.186, 0.047, -0.110], [0.208, -0.201, -0.044], [-2.473, 2.161, 0.360], [0.102, 0.112, 0.009], [-0.035, 0.371, 0.006], [-0.110, 0.022, 0.116], [-0.020, 0.080, -0.099], [-0.038, -0.045, -0.010], [0.861, 0.128, 0.923], [-0.526, 0.685, 0.686], [-0.009, 0.521, 0.001], [-0.025, 0.161, 0.020], [-0.023, -0.111, 0.120], [-0.131, 0.005, -0.318], [1.205, 0.427, -0.014], [0.009, -0.189, -0.226], [-0.127, -0.085, -0.049], [-0.125, -0.134, 0.304], [0.287, -0.698, 0.854], [-0.153, -0.465, 0.178], [0.398, -2.323, -3.005], [-0.105, 0.107, 0.045], [0.049, -0.123, -0.150], [0.131, -0.088, -0.047], [2.114, 1.289, 3.110], [1.729, 0.989, 0.475], [-0.013, 0.354, 0.038], [-0.098, 0.099, 0.046], [-0.523, -0.024, -0.431], [0.059, 0.049, -0.142], [0.871, 0.685, -0.044], [0.021, 0.106, 0.144], [-0.069, 0.410, 0.077], [-0.111, 0.050, 0.191], [-0.121, -0.095, -0.028], [-0.767, 2.065, -1.270], [-5.291, 0.491, 1.167], [0.102, 0.047, -0.086], [-0.095, 0.085, -0.108], [0.000, -2.115, -0.908], [-0.044, -0.003, -0.143], [0.085, 0.069, 0.010], [-0.124, -0.105, 0.017], [-0.261, -0.047, -0.392], [0.037, 0.112, 0.231], [0.924, -1.008, 1.501], [-0.013, 0.331, -0.007], [0.006, -0.043, -0.150], [-0.493, -0.197, 0.387], [0.041, -0.099, -0.086], [-0.009, 0.193, 0.359], [-0.443, -1.081, -0.405], [0.146, -0.043, 0.119], [-0.191, 0.019, -0.120], [-0.722, 0.025, -1.031], [-0.266, -0.135, 0.236], [0.167, -0.040, -0.139], [0.028, 0.119, 0.113], [-0.274, 0.134, -0.938], [0.155, 0.057, -0.016], [-0.073, -0.031, 0.176], [0.605, -1.746, 0.529], [0.040, 0.092, 0.174], [-0.002, -0.251, 0.209], [0.775, 0.933, 0.424], [0.027, 0.148, 0.222], [0.114, 0.010, -0.132], [0.068, -0.072, -0.091], [0.076, -0.072, -0.105], [0.267, -0.195, -0.047], [0.301, -0.225, 0.137], [-0.121, 0.001, 0.037], [1.625, 2.290, -0.197], [0.354, -1.242, 0.400], [0.039, -0.153, -0.011], [-0.020, 0.006, -0.059], [-0.152, -0.137, -0.061], [-0.338, 0.196, -0.578], [0.135, 0.128, 0.022], [0.264, -0.422, 0.469], [-0.111, -0.066, -0.009], [0.217, 0.201, 0.316], [0.008, 0.131, 0.087], [0.154, 0.060, 0.021], [-0.256, -0.224, -0.002], [0.007, 0.000, 0.088], [0.091, 0.026, -0.138], [-0.148, -0.117, -0.133], [0.007, -0.072, -0.158], [0.108, -0.007, -0.186], [0.070, 0.022, 0.144], [-0.011, -0.147, -0.015], [0.133, -0.093, -0.057], [0.109, 0.084, 0.058], [0.115, -0.031, -0.049], [0.063, -0.135, -0.042], [-0.916, -0.345, -0.825], [-0.851, -1.016, 0.393], [2.115, -0.583, 0.325], [0.028, 0.126, 0.178]]}



# 4
{"formula": "C12H16S", "method": "ωB97M-V/def2-TZVPD", "smiles": "C=C(S)CCCc1cccc(C)c1", "de_lowest_kj_mol": 96.2, "e_lumo_ev": 0.747, "e_homo_ev": -8.2, "total_charge": 0, "molar_mass_g_mol": 192.3, "energy_ha": -864.9529, "elements": ["H", "H", "C", "H", "H", "H", "C", "H", "H", "H", "H", "H", "C", "C", "C", "C", "H", "C", "H", "C", "H", "H", "S", "H", "C", "C", "H", "C", "C"], "xyz": [[1.428315, 2.053928, 1.561654], [3.315396, -1.596306, 1.212474], [-2.273021, 1.149770, 0.407262], [-1.731163, 1.133744, -1.669322], [-3.324932, 1.063629, 0.170932], [-2.406575, 1.806423, 1.367257], [2.680384, 0.309171, 1.437224], [3.283526, 0.332302, 2.326468], [-2.476445, -1.272691, -0.899287], [0.361599, -0.571346, -1.482809], [-1.300387, 0.623304, 2.814302], [2.100837, -2.480317, -2.103567], [-0.020855, 2.104688, -0.348911], [1.927976, -2.577787, -0.867352], [-1.904129, -0.276949, 0.826172], [0.907296, 0.954140, -0.068823], [0.993164, -3.171325, -0.842899], [1.920615, -1.230099, -0.282573], [-1.991451, -2.382686, 0.455751], [1.048434, -0.254169, -0.725231], [0.184461, 2.576171, -1.312074], [2.702550, -3.125898, -0.435423], [-0.976117, -0.590253, 2.314528], [-1.985633, 2.769871, -0.900960], [-2.125507, -1.378220, 0.080244], [2.796974, -0.825329, 0.684204], [-0.077687, 2.909312, 0.521049], [-1.512463, 1.779897, -0.737657], [1.749584, 1.201139, 1.008802]], "atomic_forces_ev_per_a": [[0.547, 0.658, 0.635], [0.998, -0.646, -0.260], [-1.237, -0.139, 2.287], [0.975, 1.024, 1.262], [-0.409, -0.054, -0.605], [1.015, -0.862, -1.616], [0.236, 0.070, -0.547], [-0.008, 0.659, 0.238], [-0.759, 0.073, -1.339], [-0.444, 0.230, -0.550], [0.290, -0.398, 0.303], [-0.106, -0.350, 3.237], [-2.237, 0.563, -0.925], [-0.873, 0.153, -4.377], [0.654, -1.183, -0.405], [0.722, 0.690, 0.374], [0.281, 0.607, 0.446], [-0.329, 1.412, -0.562], [0.327, 0.037, 0.028], [-1.115, 0.040, -0.280], [1.230, 0.544, 0.352], [1.297, -1.193, 0.386], [-0.695, 1.017, -0.015], [0.192, -0.530, -0.238], [0.118, 1.068, 1.403], [0.197, -2.137, 1.688], [0.386, -1.764, -1.876], [-0.390, -0.281, 0.509], [-0.865, 0.693, 0.447]]}